1.
This record from OMol25 describes a structure of composition C32H28N7O4SW. The level of theory is ωB97M-V/def2-TZVPD.

```
73
Properties=species:S:1:pos:R:3
W -0.0544 -0.2160 -0.3964
S 0.7780 -1.5353 1.8400
O -2.2414 2.2798 0.1307
O -1.4542 3.9263 1.6283
O 1.9268 2.7907 1.9011
O 0.5115 -1.9334 -0.9096
N 0.4366 1.2228 1.1006
N -0.0672 1.3814 -1.5728
N -1.7286 0.0151 0.6111
N -0.9822 -1.8231 3.9359
N 2.1644 0.1228 -0.4017
N -1.3406 -0.7644 -2.0811
N -1.2997 -3.2477 2.3579
C -1.0834 -5.5810 -1.9728
C 3.0001 -0.5065 -1.2369
C -0.3090 1.0894 -3.0107
C 0.0000 -3.1479 -1.2362
C -0.6555 1.9894 1.5662
C 4.8558 0.7944 -0.4580
C -1.1749 -3.1806 -1.9948
C 4.3507 -0.1886 -1.2898
C -1.1539 3.0321 0.5581
C 0.3008 2.7280 -1.3774
C -1.6774 -1.9429 -2.5034
C -1.6479 0.3810 -2.9545
C -1.7086 -4.4218 -2.3800
C 2.6641 1.0932 0.4007
C 0.0900 -5.5170 -1.2142
C -0.5556 -2.1841 2.7167
C 0.6559 -4.3041 -0.8425
C -3.7416 -0.9295 1.4992
C -2.1933 -3.5667 3.3480
C -1.9889 -2.6704 4.3434
C -0.5179 3.2276 2.4606
C 0.9063 3.8348 2.2776
C -3.1220 1.2930 2.2006
C -3.9455 0.2483 2.3128
C 0.5631 4.7686 -0.0180
C 3.9912 1.4584 0.4079
C -2.6695 -1.0189 0.7009
C 1.6141 1.7616 1.1808
C -2.0142 1.2933 1.2192
C -0.4185 -0.7597 4.7657
C 1.0071 4.9166 1.2304
C -0.1450 3.5268 -0.3960
H 4.9883 -0.7230 -1.9800
H -2.0106 0.0574 -3.9291
H -0.8254 3.2093 3.5041
H -2.4831 -1.8908 0.0862
H 5.9068 1.0497 -0.4830
H -3.2679 2.2101 2.7560
H -0.3503 2.0067 -3.5952
H -4.7830 0.2804 2.9961
H 0.4670 0.4390 -3.4251
H -1.1427 -3.7646 1.5060
H 0.7559 5.5277 -0.7660
H 2.5838 -1.2857 -1.8579
H -0.0701 0.0404 4.1188
H -2.8779 -4.3925 3.2711
H 0.5783 -6.4362 -0.9168
H 0.9977 3.1164 -2.1168
H -1.4864 -6.5423 -2.2582
H -2.4633 -2.5687 5.3039
H 1.5724 -4.2467 -0.2723
H 4.3319 2.2415 1.0705
H 1.5404 5.8139 1.5137
H -2.5985 -4.4600 -2.9955
H 0.4134 -1.1490 5.3491
H 1.2957 4.1764 3.2316
H -2.3885 1.0232 -2.4737
H -4.4548 -1.7411 1.5191
H -1.1986 -0.3960 5.4283
H -2.3522 -1.9923 -3.3567
```

Results
Energy ... -2384.80747 Ha
2S+1 ... 1
Charge ... +3
ΔE to the lowest compared entry with this formula, charge and spin ... 450.1 kJ/mol
Strongest force on any atom ... 0.6 eV Å⁻¹


2.
This record from OMol25 describes a cluster of 2 separate species, C14H15N2O in total at a distorted geometry. The level of theory is ωB97M-V/def2-TZVPD.

```
32
Properties=species:S:1:pos:R:3
O -3.2294 2.1396 2.8580
N -1.3537 0.5851 1.6902
N -1.2328 1.9893 1.7995
C -0.4937 -3.6429 -0.1805
C 1.1806 -3.6289 1.5743
C 0.9050 0.6730 -1.0141
C 0.2894 2.8141 -2.7830
C 1.6191 1.9151 -0.9784
C 1.3077 -0.3057 -0.0706
C 1.3188 2.9575 -1.8373
C -0.4252 1.6101 -2.8479
C -0.1304 0.5581 -1.9877
C -0.1465 -2.3455 -0.5403
C -2.2746 2.7016 2.3389
C 0.1593 -4.2956 0.8746
C 0.8683 -1.6330 0.1649
C 1.5264 -2.3355 1.2265
H 2.3194 -1.8086 1.7605
H -1.2848 -4.1575 -0.7321
H 2.1263 0.0139 0.5797
H -1.2234 1.4897 -3.5849
H -0.6625 -1.8840 -1.3745
H -0.5902 2.4639 1.1750
H 0.0526 3.6328 -3.4619
H -1.6029 0.2286 2.6146
H 2.4234 2.0101 -0.2458
H 1.7031 -4.1288 2.3936
H -2.0861 3.7856 2.2364
H -0.1179 -5.3129 1.1496
H -0.7078 -0.3559 -2.0671
H 1.8878 3.8888 -1.7780
H -2.1256 0.3779 1.0478
```

Results
Energy ... -726.93323 Ha
2S+1 ... 1
Charge ... +1
ΔE to the lowest compared entry with this formula, charge and spin ... 0.0 kJ/mol
Strongest force on any atom ... 1.6 eV Å⁻¹


3.
This record from OMol25 describes a cluster of 2 separate species, C3H9S in total at a distorted geometry. The level of theory is ωB97M-V/def2-TZVPD.

```
13
Properties=species:S:1:pos:R:3
S -2.4306 1.7758 -1.7042
C 0.0399 -0.8451 1.4289
C 0.3285 0.1813 -0.9236
C 0.9406 0.0824 0.6170
H -1.0369 -0.5656 1.4234
H 0.8899 0.9447 -1.6146
H 1.9806 -0.2382 0.4474
H -0.7325 0.3155 -0.6617
H 0.7617 1.1432 0.9054
H 0.4818 -0.6966 -1.5073
H 0.1370 -1.9161 1.0811
H -1.7391 0.7542 -2.0266
H 0.3792 -0.9354 2.5348
```

Results
Energy ... -517.86920 Ha
2S+1 ... 1
Charge ... -1
ΔE to the lowest compared entry with this formula, charge and spin ... 117.5 kJ/mol
Strongest force on any atom ... 3.5 eV Å⁻¹


4.
This record from OMol25 describes an isolated molecule of C6H12N2 at a distorted geometry. The level of theory is ωB97M-V/def2-TZVPD.

```
20
Properties=species:S:1:pos:R:3
N -0.1127 -0.5313 0.0022
N 0.5918 1.1200 1.3324
C 1.1047 0.1666 0.5146
C -0.5780 -1.5940 0.9023
C 2.3584 -0.1324 0.1416
C -1.0652 2.0334 -0.3385
C -0.6605 1.2648 0.8884
C -0.0856 -0.9760 -1.3907
H -1.1905 3.0799 -0.0448
H 0.2547 -0.1608 -2.0258
H -0.5767 -1.2121 1.9222
H -1.0904 -1.2821 -1.6865
H -2.0322 1.6883 -0.7168
H -1.5904 -1.8888 0.6217
H 2.5745 -0.9897 -0.4766
H -0.2991 1.9747 -1.1104
H -1.4452 1.2619 1.6583
H 0.0792 -2.4669 0.8475
H 0.5839 -1.8296 -1.5285
H 3.1793 0.4741 0.4876
```

Results
Energy ... -345.20779 Ha
2S+1 ... 1
SMILES string ... C=C(/N=C\C)N(C)C
ΔE to the lowest compared entry with this formula, charge and spin ... 315.2 kJ/mol
Strongest force on any atom ... 1.7 eV Å⁻¹


5.
This record from OMol25 describes an isolated molecule of C5H11ISi at a distorted geometry. The level of theory is ωB97M-V/def2-TZVPD.

```
18
Properties=species:S:1:pos:R:3
I 3.9637 0.1119 -0.1576
Si -0.9958 -0.6565 -0.0076
C -0.6925 -0.4683 -1.8506
C 1.0649 1.3140 0.9786
C -2.3957 -1.7786 0.6062
C 2.3468 1.5351 -0.0722
C 0.0607 0.0527 1.2514
H 0.2574 -0.5708 2.0310
H 0.2649 0.0346 -2.0743
H -1.4335 0.1176 -2.5199
H 1.8103 1.6170 -1.0845
H -1.9766 -2.6143 1.1288
H -2.9175 -1.2809 1.4309
H -3.2170 -2.1654 -0.2215
H 2.6257 2.4196 0.3627
H 0.3249 2.0073 0.5944
H 1.4934 1.8283 1.8305
H -0.5841 -1.5033 -2.2264
```

Results
Energy ... -784.16939 Ha
2S+1 ... 1
SMILES string ... C[Si](C)=CCCI
ΔE to the lowest compared entry with this formula, charge and spin ... 286.9 kJ/mol
Strongest force on any atom ... 5.3 eV Å⁻¹


6.
This record from OMol25 describes an isolated molecule of C19H23N3O5S. The level of theory is ωB97M-V/def2-TZVPD.

```
51
Properties=species:S:1:pos:R:3
S 0.8337 0.0541 1.1167
O -0.5539 0.3354 1.2912
O -2.1204 -2.4155 0.1587
O -0.7168 -1.3253 -1.1907
O 1.2668 -1.3031 1.2170
O -1.0249 3.2704 0.0134
N 1.3170 0.6799 -0.3537
N 1.7063 1.0292 2.1725
N -1.1734 1.3209 -1.1764
C -2.8407 -0.3553 -0.6725
C -2.5063 0.9850 -0.9305
C 3.6652 0.9751 -1.0040
C 0.9589 1.6125 3.2646
C 4.8603 -0.8845 -1.9439
C -3.4978 1.9593 -0.8974
C -4.8097 1.6073 -0.6428
C -1.6527 -4.4403 1.3343
C 1.0001 2.0849 -0.4952
C -5.1499 0.2826 -0.4121
C 2.5553 -1.1381 -1.3147
C -4.1683 -0.6887 -0.4157
C 2.9855 0.4696 2.5452
C 2.5256 0.1854 -0.8882
C -0.5196 2.2988 -0.4955
C -1.7845 -1.3877 -0.6050
C 4.8244 0.4378 -1.5368
C -1.1226 -3.4269 0.3381
C 3.7232 -1.6686 -1.8304
H -5.5731 2.3709 -0.6257
H 2.8852 -0.3002 3.3179
H 3.6512 2.0029 -0.6743
H 3.7431 -2.6975 -2.1567
H 3.4318 0.0190 1.6626
H 1.4206 2.6884 0.3182
H 5.7052 1.0567 -1.6260
H -0.6019 0.5036 -1.3994
H 5.7691 -1.3000 -2.3526
H -6.1768 0.0116 -0.2187
H -1.8642 -3.9516 2.2810
H 0.8370 0.9135 4.0992
H 1.4817 2.5038 3.6137
H -0.2037 -2.9501 0.6966
H -4.4164 -1.7199 -0.2180
H -0.9179 -3.8914 -0.6340
H -0.0203 1.8889 2.8839
H -0.9099 -5.2165 1.4929
H -2.5686 -4.8937 0.9631
H 1.6559 -1.7241 -1.2344
H 1.3961 2.4367 -1.4523
H -3.2236 2.9881 -1.0628
H 3.6289 1.2698 2.9126
```

Results
Energy ... -1676.49804 Ha
2S+1 ... 1
SMILES string ... CCOC(=O)c1ccccc1NC(=O)CN(c1ccccc1)S(=O)(=O)N(C)C
ΔE to the lowest compared entry with this formula, charge and spin ... 85.8 kJ/mol
Strongest force on any atom ... 1.0 eV Å⁻¹


7.
This record from OMol25 describes a cluster of 4 separate species, C22H43F9O8PS4 in total at a distorted geometry. The level of theory is ωB97M-V/def2-TZVPD.

```
87
Properties=species:S:1:pos:R:3
S 6.7897 -3.3555 -2.2490
S -0.6973 -1.3622 -3.9460
S 6.6342 -0.2732 3.2391
S -0.2716 1.9414 2.1803
P -6.0156 2.8716 -0.2053
F 0.2938 2.8681 3.2892
F -3.2639 1.1461 3.6302
F 0.0699 3.0597 1.1237
F -0.7692 1.0392 0.9662
F -1.9923 2.4883 4.7020
F -0.5711 0.7794 3.1640
F 1.1525 1.3519 1.9629
F -2.7005 2.3199 1.2954
F -1.8785 3.9848 2.2447
O 5.7508 -2.4330 -2.6450
O 6.8030 -4.7177 -2.7153
O -0.6971 -2.7347 -4.3745
O 6.9835 -1.4433 2.4733
O -6.7028 2.2218 -1.4612
O -6.2471 -0.6836 -3.5435
O -1.7193 -0.4367 -4.3725
O 7.6295 0.6566 3.6983
C 6.9261 -3.3576 -0.4666
C -6.9222 0.1668 -2.6812
C -3.9510 3.3456 3.8785
C -4.9373 3.4610 2.7252
C -2.0066 2.6884 2.3482
C 9.0111 -2.3227 -1.1949
C 5.3652 0.6090 2.3430
C -5.7713 2.2091 2.4579
C 0.9265 -0.6559 -4.2596
C -0.5857 -1.3253 -2.1601
C -2.7745 2.3948 3.6380
C 4.0603 -0.0045 2.8361
C -6.8295 2.4744 1.3584
C 1.5220 -0.3319 -2.8831
C 5.5951 -0.7752 4.6159
C 0.9096 -1.3147 -1.8782
C 8.3975 -2.6203 -2.5697
C -5.9405 1.0398 -1.9385
C -6.9171 -1.9230 -3.7531
C 8.4283 -3.3349 -0.2012
C 4.2154 -0.1528 4.3570
C -8.1011 -1.8169 -4.7169
H -6.2522 1.8090 3.3393
H 3.2080 0.6144 2.5700
H 1.5169 -1.3998 -4.7911
H -6.1625 -2.6106 -4.1130
H -7.5358 -0.3663 -1.9524
H -7.4469 1.5869 1.2776
H 2.6090 -0.3955 -2.8969
H 6.4281 -4.2355 -0.0615
H 8.2624 -1.7186 -3.1617
H 1.3367 -2.3074 -2.0337
H -5.5161 0.5019 -1.0906
H 3.4233 -0.7653 4.7860
H -3.5182 4.3094 4.1185
H 5.5248 0.4864 1.2739
H 1.1078 -1.0219 -0.8471
H -7.8635 -2.2115 -5.6957
H 4.1592 0.8313 4.8272
H -7.4441 3.3336 1.6179
H 8.6453 -3.0601 0.8296
H 5.4367 1.6620 2.6143
H -5.1036 1.4656 2.0299
H 8.8566 -4.3229 -0.3862
H -8.4138 -0.7878 -4.8602
H 1.2567 0.6906 -2.6024
H 10.0983 -2.3736 -1.2313
H 6.4494 -2.4504 -0.0965
H -4.6775 2.4587 -0.1984
H -5.1156 1.3662 -2.5659
H 3.9154 -0.9884 2.3830
H -1.0580 -0.4038 -1.8174
H -6.0618 4.2577 -0.3869
H 8.7409 -1.3116 -0.8829
H -4.4462 3.8277 1.8281
H 6.0406 -0.4210 5.5418
H -5.6365 4.2542 2.9921
H -4.4110 3.0025 4.7963
H 0.8118 0.2331 -4.8744
H -7.5971 0.8293 -3.2326
H -1.1005 -2.1882 -1.7428
H -8.9275 -2.3816 -4.2984
H -7.2778 -2.3341 -2.8095
H 5.5492 -1.8627 4.6195
H 8.9883 -3.3442 -3.1277
```

Results
Energy ... -4298.51517 Ha
2S+1 ... 1
Charge ... +1
ΔE to the lowest compared entry with this formula, charge and spin ... 0.0 kJ/mol
Strongest force on any atom ... 1.9 eV Å⁻¹